A cluster of 15 separate species, C70H85F5O20 in total at a distorted geometry. Source: the OMol25 dataset; level of theory: wB97M-V/def2-TZVPD.

The geometry in XYZ format:
```
180
Properties=species:S:1:pos:R:3:forces:R:3
F -2.391687 -7.733105 4.026067 0.78 0.16 -0.72
C -1.488094 -7.208751 3.142310 0.14 1.43 0.49
C -0.813108 -6.027648 3.488695 -0.11 0.31 0.35
C 0.039726 -5.361093 2.608602 0.43 -1.51 -0.90
C 0.319384 -5.963675 1.362712 -1.08 -0.44 -0.23
C -0.377242 -7.121752 0.999231 -0.60 0.70 1.10
C -1.300000 -7.704577 1.888056 0.50 -0.95 -1.24
H -0.966707 -5.598765 4.467909 -0.15 -0.02 0.13
H 0.590411 -4.466125 2.857959 -0.23 0.10 0.41
H 0.951684 -5.530723 0.601697 0.25 0.32 0.30
H -0.371055 -7.558184 0.011366 0.53 0.08 -0.10
H -1.765149 -8.595785 1.493341 -0.47 -0.09 0.45
F -4.054726 6.584182 -4.640643 1.24 -0.61 -0.15
C -2.794346 6.013890 -4.639630 0.61 -0.62 0.60
C -1.825893 6.499348 -5.550303 -0.86 -0.70 1.43
C -0.514327 5.978402 -5.472233 -1.01 -0.57 0.50
C -0.250815 4.996110 -4.513742 -0.48 -1.08 0.49
C -1.221502 4.455432 -3.639899 -0.66 1.80 -0.91
C -2.521340 4.985526 -3.684115 0.35 0.67 -1.26
H -2.222366 7.257995 -6.208836 0.55 0.11 -0.34
H 0.268863 6.236339 -6.169722 -0.09 0.31 -0.03
H 0.667407 4.433636 -4.430850 0.58 0.54 -0.38
H -0.956381 3.685566 -2.930383 -0.05 -0.14 -0.16
H -3.295109 4.585391 -3.045710 -0.17 0.12 0.00
F 3.989857 -5.683535 4.649193 0.66 -0.37 -1.00
C 3.099309 -4.694591 4.677219 -0.21 1.59 0.64
C 2.238548 -4.752252 5.741821 -1.80 1.64 0.42
C 1.319151 -3.666489 5.945035 1.12 -1.28 -1.09
C 1.322925 -2.603818 5.036547 -0.57 0.18 1.48
C 2.227380 -2.529300 4.010616 0.47 -0.64 -0.12
C 3.140466 -3.559859 3.840940 -0.08 -1.04 -0.65
H 2.251983 -5.602167 6.408053 0.05 -0.03 0.02
H 0.619833 -3.745664 6.764235 -0.04 0.24 0.05
H 0.699727 -1.733669 5.181008 -0.35 -0.06 0.13
H 2.200410 -1.664540 3.364194 0.24 -0.02 -0.18
H 3.750500 -3.543458 2.949886 0.47 -0.07 0.16
F 2.186457 5.861027 -1.882853 0.35 -0.91 0.43
C 2.981672 4.947607 -1.241364 1.18 0.24 1.60
C 2.679450 3.581103 -1.207259 0.52 0.13 -0.70
C 3.596287 2.662064 -0.666198 0.00 1.14 0.42
C 4.776995 3.136830 -0.053186 -0.91 -0.65 -0.25
C 5.013480 4.478867 0.030814 -0.93 1.76 -0.98
C 4.099232 5.437702 -0.522322 0.05 -1.51 -0.75
H 1.809109 3.229900 -1.741641 -0.15 -0.12 0.03
H 3.335112 1.614406 -0.690387 0.08 -0.12 -0.01
H 5.536465 2.528936 0.415924 -0.22 -0.63 -0.17
H 5.977715 4.759547 0.428138 -0.15 0.52 0.26
H 4.293049 6.500075 -0.536667 0.11 0.03 0.13
F 0.897987 -2.714463 -0.730564 0.24 -0.40 -0.33
C 0.379273 -1.552759 -0.321355 -0.31 2.53 1.04
C 0.374178 -0.402967 -1.152479 -0.07 -3.67 0.20
C -0.208812 0.723876 -0.665139 0.22 1.20 0.04
C -0.552326 0.828625 0.674685 -1.05 -0.24 0.52
C -0.577882 -0.298656 1.497371 0.66 0.58 -0.17
C -0.067806 -1.469159 1.001746 0.73 -1.46 -1.35
H 0.692666 -0.614789 -2.162484 0.03 0.68 -0.32
H -0.363961 1.531988 -1.364621 0.10 0.34 0.18
H -0.911317 1.759381 1.088467 -0.02 0.22 -0.13
H -0.870548 -0.272937 2.536635 0.01 0.28 -0.01
H 0.097587 -2.376656 1.563427 -0.37 -0.03 0.46
O 0.920295 0.864360 4.097109 0.61 0.85 0.15
C 1.803166 1.703911 4.064490 -0.50 -1.53 -2.46
O 2.206955 2.346431 5.131493 -0.34 0.45 1.56
C 3.175694 3.309996 4.815053 1.74 0.81 -1.56
C 3.824452 2.823182 3.518916 0.55 0.04 0.08
C 2.705611 2.080860 2.826127 -0.17 -0.52 1.19
H 4.005237 3.352465 5.520847 -0.78 0.18 0.69
H 2.756189 4.282800 4.558594 -0.46 0.06 0.82
H 4.648280 2.166019 3.797374 -0.08 -0.29 -0.28
H 4.263918 3.636442 2.941355 -0.18 0.07 0.00
H 3.102063 1.151851 2.416426 -0.43 0.03 -0.30
H 2.188710 2.697181 2.090558 -0.24 -0.26 0.10
O -2.831347 2.142032 -2.248407 -2.13 -0.89 1.95
C -3.746266 1.586581 -1.602932 2.98 1.07 -2.63
O -4.620377 0.833769 -2.319227 0.70 0.29 0.86
C -5.578857 0.211354 -1.457986 0.20 1.53 0.96
C -5.229776 0.749653 -0.044672 -0.33 -0.47 1.83
C -3.927429 1.539583 -0.080115 -0.32 -0.98 -2.86
H -5.457231 -0.871821 -1.464990 -0.37 0.15 -0.51
H -6.532686 0.619254 -1.792528 -0.22 -0.79 0.04
H -5.011347 -0.103170 0.598044 -0.45 -0.03 0.12
H -5.983207 1.336627 0.480586 -0.43 -0.15 -0.48
H -3.152884 0.833621 0.219528 0.45 0.63 0.42
H -3.852356 2.558237 0.300428 -0.14 -0.26 0.33
O -4.501960 -3.307554 -2.907806 0.67 -0.21 4.54
C -4.259946 -3.385907 -1.670669 -0.73 0.08 -4.50
O -5.026824 -4.128879 -0.838760 -0.29 0.60 -0.44
C -4.495647 -4.111215 0.475564 2.09 -0.37 1.05
C -3.018632 -3.693576 0.279994 -0.08 0.65 0.51
C -3.086434 -2.773130 -0.924949 -0.20 -1.23 -0.62
H -4.476091 -5.126161 0.872553 -0.54 0.01 -0.07
H -4.953012 -3.440997 1.203385 -0.62 0.12 -0.50
H -2.422242 -4.578394 0.057468 0.07 0.02 -0.14
H -2.541819 -3.174109 1.111196 -0.35 -0.25 0.29
H -2.186044 -2.924408 -1.520365 -0.19 0.63 -0.19
H -3.311086 -1.720314 -0.754039 0.28 0.02 0.28
O -0.112952 3.861089 2.817678 -1.23 0.29 0.78
C -1.012407 4.196708 3.572463 1.56 -0.21 -1.37
O -0.729657 4.845411 4.710341 0.53 0.10 0.26
C -1.888058 5.022818 5.527293 0.87 0.27 0.66
C -2.941222 4.201720 4.911406 -1.81 0.08 -1.92
C -2.502219 4.086995 3.384411 0.27 -0.48 2.15
H -2.186815 6.070734 5.553919 0.35 0.12 -0.06
H -1.639920 4.690873 6.535435 0.11 0.18 0.00
H -3.855240 4.792302 4.973675 -0.35 -0.50 0.04
H -3.092196 3.235146 5.392071 0.13 -0.02 -0.20
H -2.786016 4.950565 2.782912 -0.43 -0.23 -0.03
H -2.793347 3.127142 2.957752 0.01 0.37 -0.33
O 0.837817 1.890426 -3.638881 -0.10 -1.93 -2.81
C 0.460398 1.270655 -4.652405 -0.94 2.20 3.20
O 1.133194 0.294831 -5.258158 2.15 0.40 1.51
C 0.511277 -0.234273 -6.365240 -3.19 0.33 -1.70
C -0.781217 0.676369 -6.502145 0.11 -0.57 -2.95
C -0.931475 1.392349 -5.260956 0.56 0.44 2.20
H 0.198363 -1.270678 -6.238524 0.35 -0.14 0.37
H 1.090727 -0.138074 -7.283432 0.39 -0.03 0.32
H -1.712319 0.207130 -6.819881 0.34 -0.51 -0.04
H -0.578047 1.438629 -7.254335 0.14 -0.17 -0.40
H -1.593566 0.881189 -4.562061 -0.10 0.08 0.27
H -1.267679 2.426603 -5.334320 0.16 -0.12 0.07
O 5.290906 0.002163 2.449801 0.01 -1.85 -2.58
C 5.213852 -0.721994 1.442781 0.70 1.89 2.52
O 4.060565 -1.319739 1.120389 -0.42 0.52 1.49
C 4.141211 -2.024373 -0.090599 -0.08 0.58 -1.20
C 5.339051 -1.377689 -0.779636 1.36 -1.72 -0.14
C 6.279158 -1.077057 0.388632 -1.09 0.93 0.47
H 3.204574 -1.863587 -0.624410 0.11 -0.19 0.04
H 4.279461 -3.087297 0.107357 0.09 -0.04 -0.12
H 5.179264 -0.452921 -1.334038 -0.48 -0.25 -0.07
H 5.823088 -2.148997 -1.378723 -0.18 0.33 -0.64
H 6.936503 -0.239618 0.154770 0.00 -0.05 0.40
H 6.867700 -1.909645 0.774011 -0.08 -0.15 -0.20
O -4.137062 5.010790 0.589772 2.38 1.64 -1.55
C -3.202267 5.605325 0.009768 -1.97 -1.69 1.57
O -3.348535 6.812574 -0.537649 -0.48 0.28 0.02
C -2.159513 7.211121 -1.209823 2.58 -0.79 0.05
C -0.991086 6.374950 -0.525395 -0.94 -0.19 -0.74
C -1.784935 5.107475 -0.188545 -0.29 0.60 0.87
H -1.988526 8.287604 -1.203574 -0.48 -0.11 0.32
H -2.143113 6.848245 -2.237513 -0.54 0.31 -0.01
H -0.532712 6.830874 0.352169 -0.33 0.11 0.08
H -0.179680 6.098143 -1.198525 -0.10 0.45 -0.24
H -1.428920 4.657416 0.738159 -0.07 -0.45 -0.24
H -1.861884 4.392468 -1.007659 0.36 -0.18 0.06
O 4.168728 -4.618316 -2.590575 -0.06 0.22 -1.15
C 3.834772 -3.873454 -3.493274 0.72 -2.71 0.27
O 3.406827 -2.682504 -3.196494 -0.64 2.15 -0.02
C 3.035973 -1.951842 -4.368861 -0.98 0.74 -0.08
C 3.507359 -2.723636 -5.552990 0.62 -0.41 -1.06
C 3.702433 -4.165831 -5.035753 0.28 1.06 1.87
H 3.427249 -0.934813 -4.342968 0.08 -0.16 0.34
H 1.955311 -1.864552 -4.481275 -0.15 -0.05 0.85
H 4.418056 -2.232814 -5.896245 0.33 -0.61 -0.16
H 2.779074 -2.595810 -6.353843 0.06 -0.36 -0.08
H 4.575579 -4.725858 -5.370544 -0.22 0.14 -0.13
H 2.809232 -4.790464 -5.046788 -0.07 -0.02 -0.59
O -0.537472 -4.086387 -5.508699 0.80 -0.11 1.65
C -0.036354 -4.581727 -4.511642 -0.81 0.64 -2.74
O 0.446780 -5.848653 -4.612517 -0.18 0.12 0.02
C 0.895077 -6.300395 -3.346600 -0.07 0.20 0.99
C 0.272794 -5.292357 -2.351671 1.16 -0.65 1.12
C 0.141653 -4.021312 -3.118920 -0.58 -0.28 -1.11
H 1.984491 -6.336234 -3.344011 0.09 0.24 0.13
H 0.545746 -7.307027 -3.116921 -0.14 -0.01 -0.43
H 0.968542 -5.073286 -1.541713 -0.28 -0.56 0.33
H -0.670353 -5.695715 -1.983052 0.00 0.21 0.09
H 1.070596 -3.456893 -3.037663 -0.17 0.18 -0.20
H -0.722383 -3.404234 -2.872410 0.26 0.05 -0.04
O -3.965524 -1.223848 2.459395 0.12 -0.22 0.58
C -3.677594 -1.028371 3.611467 -0.26 1.99 -0.98
O -3.665464 -1.994373 4.540671 -0.33 -0.54 -0.65
C -3.364939 -1.460683 5.799453 1.60 1.23 1.20
C -2.528243 -0.188973 5.445526 -0.19 0.32 2.20
C -3.202409 0.365371 4.235793 0.64 -1.54 -0.29
H -2.786499 -2.117926 6.448718 0.17 -0.51 -0.64
H -4.263259 -1.293007 6.393601 -0.30 0.49 -0.38
H -1.458949 -0.343856 5.301595 -0.09 -0.68 -0.27
H -2.536708 0.539467 6.256338 -0.18 -0.07 0.27
H -2.425191 0.834151 3.632235 -0.48 -0.01 -0.55
H -3.928304 1.114857 4.551143 -0.57 -0.43 -0.60
```
Forces are in eV/Å.

As for the HOMO-LUMO gap: 9.49 eV. The calculation puts the electronic energy at -128505.792 eV. As for the highest occupied orbital energy: -9.09 eV. The value obtained for the max |F| is 4.6 eV/Å.